<one>
This record from the Open Molecules 2025 dataset describes an isolated molecule of C5H5ClO. The level of theory is ωB97M-V/def2-TZVPD.

```
12
Properties=species:S:1:pos:R:3
Cl 2.153 -2.697 1.985
O 3.058 -0.731 0.600
C 2.138 -1.313 0.977
C 0.438 -0.926 0.551
C -0.957 -0.337 1.069
C -2.022 -0.032 1.520
C 0.757 0.059 -0.571
H 1.712 0.589 -0.379
H 1.043 -0.280 -1.605
H -3.015 0.038 1.890
H 0.070 -1.870 0.256
H 0.032 0.841 -0.935
```

Summary:
HOMO level, eV: -10.03
E_LUMO, eV: 0.48
HOMO-LUMO gap, eV: 10.52



<two>
This record from the Open Molecules 2025 dataset describes a 2-piece molecular cluster, C5H5ClO overall. The level of theory is ωB97M-V/def2-TZVPD.

```
12
Properties=species:S:1:pos:R:3
Cl 3.039 1.709 -2.707
O -1.547 0.764 -0.968
C 0.334 -0.106 -0.186
C -1.577 -0.347 1.244
C -0.904 0.116 -0.030
C 2.861 -0.483 -0.487
C 1.640 -0.310 -0.308
H -1.126 -1.213 1.847
H -2.441 0.695 -0.886
H -2.608 -0.670 1.040
H -1.506 0.711 1.845
H 3.836 -0.865 -0.405
```

Summary:
HOMO level (alpha / beta), eV: -9.07 / -8.23
E_LUMO (alpha / beta), eV: -1.27 / -2.85
HOMO-LUMO gap (alpha / beta), eV: 7.80 / 5.39



<three>
This record from the Open Molecules 2025 dataset describes a 2-piece molecular cluster, C5H5ClO overall. The level of theory is ωB97M-V/def2-TZVPD.

```
12
Properties=species:S:1:pos:R:3
Cl 5.323 -0.278 0.338
O -0.216 -2.117 -0.387
C -0.852 0.079 0.436
C 2.466 0.329 -0.508
C 0.245 -0.833 -0.137
C 1.480 -0.400 -0.275
C 4.132 0.843 0.661
H 4.382 1.917 0.302
H -1.134 -2.207 0.001
H -0.262 0.983 0.827
H -1.357 -0.554 1.115
H -1.534 0.446 -0.282
```

Summary:
HOMO level (alpha / beta), eV: -8.64 / -7.64
E_LUMO (alpha / beta), eV: -0.93 / -1.03
HOMO-LUMO gap (alpha / beta), eV: 7.71 / 6.60



It turns out <one> is the most stable, with the second structure 218.1 kJ/mol higher.



<one>
This record from the Open Molecules 2025 dataset describes C25H41BF6O2PPd as an isolated structure. The level of theory is ωB97M-V/def2-TZVPD.

```
77
Properties=species:S:1:pos:R:3
Pd 1.783 -0.261 1.295
P -0.845 -0.335 -0.723
F 1.794 -2.502 1.480
F 3.695 -2.376 0.183
F 3.796 -3.407 2.257
F 4.487 2.598 2.124
F 4.782 0.843 0.903
F 3.434 -1.111 2.089
O 1.465 -0.399 4.223
O 0.046 0.286 0.373
C -3.408 -1.239 0.290
C -0.698 3.426 -0.515
C 4.019 1.405 1.820
C -3.661 -1.040 1.794
C -0.165 2.801 -1.818
C 0.597 -3.572 -1.767
C 2.820 3.598 -0.093
C -1.897 0.961 -1.465
C -1.104 -2.849 -3.441
C 2.389 1.594 1.259
C -2.406 -0.613 2.537
C 2.379 4.378 0.955
C -0.600 -1.409 -3.368
C -1.953 -1.634 -0.065
C 1.858 2.460 2.291
C -2.613 1.817 -0.376
C 0.166 -1.033 -2.073
C 1.148 -2.151 -1.666
C 0.006 -3.847 -3.143
C 1.875 3.811 2.142
C -2.212 3.292 -0.420
C -1.318 -2.431 1.090
C -1.189 1.879 -2.477
C -1.335 -1.701 2.445
C 2.794 2.219 0.037
B 3.273 -2.458 1.472
H -2.013 -2.303 -0.927
H -4.052 -2.043 -0.069
H -0.170 -3.752 -1.010
H -1.967 2.478 -2.955
H -0.717 1.319 -3.280
H -2.655 0.381 -2.003
H 2.406 5.457 0.865
H -4.460 -0.311 1.935
H 1.409 -4.267 -1.548
H 0.788 -3.761 -3.905
H -0.376 -4.867 -3.196
H -0.304 -2.749 0.855
H -0.406 4.475 -0.445
H 3.902 0.770 2.688
H 0.743 2.229 -1.609
H 0.117 3.576 -2.534
H 2.207 -0.364 4.837
H -1.905 -3.349 1.173
H -2.689 3.796 -1.263
H 1.238 -1.336 4.176
H -2.583 3.784 0.480
H -2.014 0.316 2.114
H -1.427 -0.728 -3.562
H -0.262 2.910 0.343
H -2.636 -0.401 3.582
H -3.717 -0.353 -0.262
H -4.023 -1.976 2.228
H -0.364 -1.250 2.638
H 3.155 1.591 -0.768
H 0.781 -0.151 -2.300
H -1.496 -2.445 3.229
H 1.503 4.456 2.926
H 1.455 2.003 3.188
H 3.188 4.046 -1.006
H -1.933 -3.010 -2.743
H -1.518 -3.016 -4.437
H 2.007 -2.079 -2.341
H -2.384 1.435 0.621
H 1.555 -1.974 -0.671
H -3.693 1.725 -0.500
H 0.106 -1.265 -4.192
```

Summary:
Net charge: +1
HOMO level, eV: -12.64
E_LUMO, eV: -5.29
HOMO-LUMO gap, eV: 7.35



<two>
This record from the Open Molecules 2025 dataset describes C25H41BF6O2PPd as an isolated structure. The level of theory is ωB97M-V/def2-TZVPD.

```
77
Properties=species:S:1:pos:R:3
Pd 1.749 -0.651 0.964
P -1.143 0.564 -0.509
F 2.312 -2.253 -0.631
F 1.904 -4.379 0.199
F -0.541 -3.976 1.194
F 0.318 -2.425 2.310
F 4.100 -3.583 -0.023
F 2.671 -2.723 1.570
O 1.543 0.438 3.194
O -0.149 0.399 0.636
C -2.644 -1.083 -3.429
C -2.466 -2.572 -3.156
C 0.271 2.486 -1.978
C -0.656 -0.573 -1.868
C -1.031 2.270 -1.189
C 0.231 -3.631 2.092
C 4.195 0.016 -0.477
C 0.134 4.132 0.159
C -1.323 -0.336 -3.238
C 6.353 -0.584 0.402
C -2.720 1.182 2.744
C -2.831 -0.854 1.205
C 3.685 -0.022 0.802
C -2.324 -0.290 2.546
C -2.861 0.180 0.063
C -1.163 3.344 -0.073
C 1.331 3.190 0.237
C -3.782 1.367 0.435
C -0.673 -2.059 -1.468
C -3.982 1.520 1.954
C 5.541 -0.268 -0.677
C 1.523 2.433 -1.095
C 4.482 -0.312 1.890
C -2.000 -2.783 -1.718
C 5.825 -0.609 1.682
B 2.803 -3.310 0.245
H -1.427 2.870 0.870
H -3.853 -1.221 1.330
H 2.233 3.750 0.487
H 0.094 -2.568 -2.055
H -2.878 1.387 3.802
H -0.367 -2.153 -0.424
H 0.509 -4.360 2.860
H 5.942 -0.245 -1.681
H 2.198 1.113 3.407
H 0.402 -0.293 -1.949
H -2.779 -2.430 -1.036
H 1.155 2.472 1.042
H -1.721 -2.980 -3.847
H -1.239 -0.361 2.587
H -3.403 2.295 0.012
H 6.449 -0.859 2.530
H 0.365 1.766 -2.792
H -1.896 1.818 2.419
H -4.760 1.199 -0.020
H -2.222 -1.713 0.914
H -3.413 -0.675 -2.768
H 2.357 2.859 -1.655
H -1.876 2.346 -1.882
H 0.288 4.864 -0.638
H -2.730 -0.900 3.358
H -1.964 4.043 -0.320
H -1.855 -3.849 -1.526
H 0.034 4.693 1.090
H -3.278 -0.307 -0.820
H 1.772 1.395 -0.877
H -2.991 -0.926 -4.452
H -4.302 2.538 2.174
H 4.089 -0.344 2.899
H 1.506 -0.153 3.953
H 3.571 0.233 -1.335
H 7.399 -0.813 0.244
H -4.780 0.850 2.285
H 0.203 3.471 -2.442
H -0.625 -0.682 -4.006
H -3.405 -3.101 -3.325
H -1.485 0.730 -3.407
```

Summary:
Net charge: +1
HOMO level (alpha / beta), eV: -11.18 / -11.19
E_LUMO (alpha / beta), eV: -6.44 / -6.44
HOMO-LUMO gap (alpha / beta), eV: 4.75 / 4.75



It turns out <one> is the most stable, with the second structure 239.5 kJ/mol higher.



<one>
This record from the Open Molecules 2025 dataset describes an isolated ion of composition C4H8NOS and charge +1. The level of theory is ωB97M-V/def2-TZVPD.

```
15
Properties=species:S:1:pos:R:3
S -2.935 0.580 0.180
O 1.877 -1.583 0.140
N 0.410 0.180 0.680
C -0.568 -0.893 0.211
C 0.201 1.577 0.216
C -1.783 -0.353 -0.454
C 0.850 -0.852 -0.308
H 0.875 -0.293 -1.246
H 0.854 0.202 1.648
H 1.214 2.016 0.148
H -0.829 -1.593 1.016
H -0.480 2.282 0.715
H -0.126 1.432 -0.860
H -1.659 -0.528 -1.534
H 2.098 -2.173 -0.551
```

Summary:
Net charge: +1
HOMO level, eV: -13.32
E_LUMO, eV: -5.07
HOMO-LUMO gap, eV: 8.25



<two>
This record from the Open Molecules 2025 dataset describes an isolated ion of composition C4H8NOS and charge +1. The level of theory is ωB97M-V/def2-TZVPD.

```
15
Properties=species:S:1:pos:R:3
S -0.010 1.800 0.316
O -2.791 0.659 -0.815
N -0.088 -0.676 0.094
C -1.367 -0.503 0.757
C 0.728 0.328 0.061
C 2.142 0.142 -0.448
C -2.560 -0.120 0.288
H -3.654 0.510 -1.167
H 2.118 0.942 -1.327
H 1.124 2.546 0.617
H 2.489 -0.810 -0.768
H -3.425 -0.355 0.848
H 0.086 -1.681 0.052
H 2.854 0.591 0.248
H -1.438 -1.068 1.697
```

Summary:
Net charge: +1
HOMO level, eV: -13.77
E_LUMO, eV: -4.23
HOMO-LUMO gap, eV: 9.54



<three>
This record from the Open Molecules 2025 dataset describes an isolated ion of composition C4H8NOS and charge +1. The level of theory is ωB97M-V/def2-TZVPD.

```
15
Properties=species:S:1:pos:R:3
S 2.074 -1.025 -0.172
O -0.250 -0.918 1.262
N -0.369 -0.332 -1.038
C 0.502 -0.149 0.177
C 0.649 1.288 0.592
C -1.425 -1.277 -0.618
C -1.274 -1.535 0.676
H -1.866 -2.174 1.309
H 1.269 1.829 -0.119
H 1.124 1.339 1.570
H 2.654 -0.743 0.987
H -2.149 -1.619 -1.326
H 0.179 -0.709 -1.825
H -0.326 1.767 0.678
H -0.779 0.564 -1.343
```

Summary:
Net charge: +1
HOMO level, eV: -14.13
E_LUMO, eV: -3.55
HOMO-LUMO gap, eV: 10.58



<four>
This record from the Open Molecules 2025 dataset describes an isolated ion of composition C4H8NOS and charge +1. The level of theory is ωB97M-V/def2-TZVPD.

```
15
Properties=species:S:1:pos:R:3
S -3.055 0.677 0.325
O 0.678 1.282 0.248
N -1.250 -1.423 -0.204
C -1.564 -0.032 0.212
C 0.195 -1.185 0.057
C -0.139 0.260 0.344
C 2.192 1.410 0.101
H -1.696 -2.113 0.403
H 0.573 -1.783 0.861
H -1.500 -1.706 -1.139
H -2.850 1.370 -0.780
H 0.878 -1.178 -0.847
H 2.346 2.228 0.833
H 2.726 0.445 0.392
H 2.464 1.749 -0.806
```

Summary:
Net charge: +1
HOMO level, eV: -12.99
E_LUMO, eV: -3.44
HOMO-LUMO gap, eV: 9.56



It turns out <three> is the most stable, with the second structure 24.3 kJ/mol higher.